# 1
C9H6N2O3 | ωB97M-V with the def2-TZVPD basis set

Calculated values
**HOMO-LUMO gap (spin up / spin down)**: 5.91 / 6.11 eV
**Molecular weight**: 190.16 u
**DFT total energy**: -18543.902 eV
**2S+1**: 3

```
20
Properties=species:S:1:pos:R:3:lowdin_charge:R:1
C -0.3756 -0.3461 -0.3979 -0.168
O 1.6045 -1.2320 -1.4633 0.196
N 2.0697 2.7303 -1.2849 0.238
C -2.4674 -1.4612 -0.4006 -0.072
C -1.1413 -1.4232 -0.8246 -0.008
H -4.0396 -0.4660 0.5768 0.104
N 3.1620 -0.0761 0.7068 -0.417
C 2.2670 1.8774 -0.5401 -0.161
C -2.9762 -0.5057 0.4134 -0.073
C -2.2295 0.6522 0.7741 -0.070
C -0.9314 0.7324 0.3595 -0.047
H -2.7004 1.5782 1.1180 0.114
H 1.4926 1.0519 1.2797 0.140
H -3.1188 -2.1623 -0.7234 0.077
C 2.1073 0.8313 0.3943 -0.046
C 1.0367 -0.4350 -0.8506 -0.231
O 3.9823 -0.3880 -0.1295 0.094
H -0.1863 1.5745 0.6904 0.129
H -0.8011 -2.0941 -1.5739 0.113
O 3.2455 -0.4383 1.8756 0.088
```

# 2
C8H15ClCrNO6 | ωB97M-V with the def2-TZVPD basis set

Calculated values
**HOMO-LUMO gap (spin up / spin down)**: 7.39 / 8.19 eV
**Energy relative to the best compared isomer or geometry (same formula, charge and spin)**: 0.00 kJ/mol
**Molecular weight**: 308.66 u
**DFT total energy**: -63251.340 eV
**2S+1**: 5
**Charge**: +1

```
32
Properties=species:S:1:pos:R:3:lowdin_charge:R:1
O 0.5589 -2.8329 -0.5049 0.046
O 1.2150 -1.2820 0.9544 -0.009
Cl 1.0092 1.7837 -0.6991 0.005
H 0.3045 -2.9224 3.4915 0.096
O -1.3684 0.3292 0.7980 -0.047
O -3.2517 1.1689 -0.0702 0.071
H -0.3576 -1.4149 -1.6642 0.098
H 2.8928 4.1807 -1.4542 0.060
C -2.5813 0.3061 0.6199 -0.570
C 4.2787 3.7866 -3.0334 -0.283
C -3.0523 -1.6064 1.9779 0.004
C 2.9235 4.0690 -2.5332 -0.100
C 1.1382 -3.2924 2.8961 0.003
C 0.6215 -1.8823 -1.5753 -0.005
H -2.4433 3.0868 -0.1706 0.110
N 5.3494 3.5620 -3.3793 0.126
C -2.6091 2.2043 -0.7929 -0.014
H -3.2354 2.5548 -1.6092 0.109
H 1.3745 -4.2989 3.2271 0.108
H -3.3254 -2.5223 1.4504 0.112
O 0.7176 -3.4292 1.5322 0.052
O -3.4480 -0.5254 1.1436 0.067
H -1.9859 -1.6325 2.1950 0.082
H 0.8332 -2.4120 -2.4996 0.107
Cr 0.5373 0.8180 1.5376 0.920
H 2.5981 4.9899 -3.0130 0.082
H 2.0171 -2.6647 3.0258 0.102
C 0.8366 -2.4226 0.7173 -0.594
H 1.4080 -1.1500 -1.4187 0.074
H 2.3390 3.2033 -2.8393 0.039
H -1.6504 1.8888 -1.1997 0.040
H -3.6444 -1.6410 2.8898 0.109
```

# 3
C7H22O6 | ωB97M-V with the def2-TZVPD basis set

Calculated values
**HOMO-LUMO gap**: 8.30 eV
**Energy relative to the best compared isomer or geometry (same formula, charge and spin)**: 236.53 kJ/mol
**Molecular weight**: 202.25 u
**DFT total energy**: -19898.431 eV

```
35
Properties=species:S:1:pos:R:3:lowdin_charge:R:1
H -3.4232 0.3247 3.3380 0.078
H 2.6761 1.2799 -1.6668 0.049
H 1.6694 -3.2889 0.7476 0.017
H -2.9953 1.8061 1.4157 0.106
O -1.3365 0.4539 -3.9320 -0.049
H 3.6576 0.8695 2.2499 0.035
H -0.1844 1.9326 -2.6541 0.077
O 1.3641 -0.6048 3.3444 -0.072
O 2.0678 -3.9949 -0.9745 -0.044
C -1.0214 1.1652 1.3943 -0.116
C 0.1611 1.1270 -0.7389 -0.133
C -2.6199 1.0724 3.3874 -0.104
H -2.0502 1.0545 -4.1727 0.063
H 2.4488 2.1441 -3.1813 0.048
O -2.5621 -1.9926 -3.2223 -0.068
H 1.5968 -1.0873 2.5413 -0.010
H 1.1788 -1.3886 3.8818 0.050
O 2.9599 1.0825 1.6268 -0.061
H -2.4124 -1.3023 -3.8746 -0.010
H -2.9009 1.9979 3.8736 0.068
C -0.8353 1.6194 0.0025 -0.104
H 0.6948 0.2496 -0.3965 0.097
C -2.1832 1.3456 1.9931 -0.184
C 0.6544 1.6267 -2.0269 -0.198
H 2.3686 1.7265 2.0273 0.038
H -2.5547 -1.6778 -2.3190 0.030
H 1.2896 -1.8057 0.9675 0.004
H 1.5573 -4.7911 -1.1401 0.057
C 1.9386 1.6695 -2.3542 0.006
O 0.9803 -2.7027 1.1123 -0.067
H 2.2386 -3.5585 -1.8126 0.056
H -0.1727 0.5905 1.7445 0.085
H -1.7927 0.6343 3.9804 0.078
H -1.4481 2.4191 -0.4462 0.118
H -1.0093 0.0035 -4.7159 0.059
```

> What is the DFT total energy in the second record?

-63251.340 eV